{"formula": "Cl2FHSi", "method": "the ωB97M-V functional and the def2-TZVPD basis", "charge": 0, "energy_ev": -35657.8895, "gap_ev": 9.6601, "species": ["F", "Si", "Cl", "Cl", "H"], "coordinates": [[0.51035, -0.49454, -0.79192], [-0.23460, -1.39344, -1.96603], [-1.23523, 1.92165, -2.79015], [-0.76276, -2.86071, -0.59771], [-0.29124, 1.90152, -1.63042]], "forces_ev_per_angstrom": [[-0.230, 0.116, -0.967], [0.500, 0.320, 1.061], [2.487, -0.059, 3.083], [-0.297, -0.423, -0.155], [-2.461, 0.047, -3.022]], "mulliken_charge": [-0.23, 0.45, -0.30, -0.22, 0.30]}

=====

{"formula": "C27H18CeN6O3SSe", "method": "the ωB97M-V functional and the def2-TZVPD basis", "charge": 2, "energy_ev": -132469.6881, "gap_ev": [4.1769, 4.1782], "species": ["Ce", "O", "C", "O", "C", "C", "C", "N", "C", "C", "C", "C", "C", "C", "C", "N", "C", "C", "C", "C", "C", "N", "H", "H", "H", "H", "H", "H", "H", "H", "H", "H", "O", "N", "C", "C", "C", "C", "C", "S", "H", "H", "H", "H", "Se", "N", "C", "C", "C", "C", "C", "C", "N", "H", "H", "H", "H"], "coordinates": [[-0.09837, 0.46952, 0.54814], [4.64270, -4.26206, -2.56824], [3.94063, -4.22231, -1.58286], [3.90611, -4.75192, -0.46158], [2.78461, -3.13621, -1.55489], [1.55117, -3.44354, -1.00135], [0.66422, -2.41771, -0.72120], [1.04878, -1.11791, -0.82058], [2.28534, -0.81495, -1.27239], [3.13157, -1.80261, -1.75287], [2.67484, 0.61866, -1.23743], [3.87763, 1.06975, -1.76905], [4.16780, 2.42435, -1.75683], [3.25532, 3.31058, -1.20260], [2.09968, 2.79293, -0.65189], [1.81050, 1.48310, -0.65450], [-0.68031, -2.68095, -0.17822], [-1.25925, -3.94985, -0.19484], [-2.47242, -4.15601, 0.43381], [-3.11426, -3.08513, 1.04723], [-2.50587, -1.85073, 0.99233], [-1.31694, -1.64044, 0.40813], [1.33729, -4.47073, -0.74425], [4.07981, -1.58425, -2.22046], [4.58090, 0.37973, -2.20719], [5.09304, 2.78415, -2.18305], [3.43426, 4.37510, -1.19102], [1.36335, 3.44837, -0.19353], [-0.77684, -4.76396, -0.71302], [-2.91965, -5.13960, 0.43877], [-4.06387, -3.20767, 1.54489], [-2.99284, -0.97558, 1.41415], [-2.06466, 1.41649, 0.13778], [-2.86088, 1.99172, 1.04553], [-4.15757, 2.18290, 0.73355], [-5.03245, 2.72197, 1.63977], [-4.56271, 3.08099, 2.90372], [-3.22544, 2.91724, 3.19280], [-2.35074, 2.38356, 2.24477], [-0.64843, 2.27467, 2.54460], [-4.44439, 1.88312, -0.26420], [-6.06788, 2.85652, 1.36738], [-5.23172, 3.49484, 3.64424], [-2.80541, 3.20448, 4.14546], [-0.67688, -0.66752, 3.51479], [0.76420, -0.74296, 2.42833], [1.33368, -1.94767, 2.59886], [2.48677, -2.41328, 1.93475], [2.92386, -3.68299, 2.18912], [2.27288, -4.51838, 3.14146], [1.16927, -4.10227, 3.81920], [0.65344, -2.80959, 3.54647], [-0.44246, -2.29432, 4.08137], [3.00783, -1.76399, 1.24299], [3.77013, -4.07884, 1.64149], [2.68174, -5.50228, 3.32178], [0.67376, -4.71006, 4.56157]], "forces_ev_per_angstrom": [[0.072, 0.189, -0.177], [0.202, -0.060, -0.169], [-0.707, 0.672, -0.195], [0.122, -0.355, 0.399], [0.842, -0.305, 0.141], [-0.644, 0.446, -0.027], [0.446, -0.542, -0.248], [-0.419, 0.325, 0.482], [0.342, -0.112, -0.478], [-0.395, 0.242, 0.175], [0.259, 0.058, -0.115], [-0.185, -0.064, 0.004], [-0.127, 0.036, 0.067], [-0.072, -0.129, 0.046], [-0.124, 0.304, 0.096], [-0.138, -0.465, -0.111], [-0.257, -0.163, 0.279], [0.132, 0.215, -0.120], [-0.050, 0.144, 0.052], [0.155, -0.028, -0.074], [-0.325, 0.194, -0.079], [0.224, -0.338, -0.358], [-0.022, -0.034, -0.051], [0.077, -0.019, 0.043], [-0.014, -0.041, -0.014], [0.044, 0.007, -0.021], [-0.014, 0.021, 0.029], [0.078, -0.047, -0.007], [0.082, -0.007, 0.016], [-0.024, -0.040, -0.013], [-0.043, 0.037, 0.004], [0.048, -0.106, 0.004], [0.853, -0.333, 0.157], [-0.429, 0.493, 0.741], [-0.305, -0.097, -0.357], [0.113, 0.038, 0.173], [0.027, -0.050, -0.150], [0.151, -0.067, -0.120], [-0.148, 0.123, -0.076], [0.231, -0.245, -0.522], [0.080, -0.070, 0.004], [-0.007, -0.013, -0.076], [-0.030, 0.019, 0.012], [-0.039, 0.034, 0.035], [-0.296, 0.386, 1.028], [0.122, 0.201, -0.310], [0.166, 0.194, -0.206], [0.142, -0.045, -0.098], [0.072, 0.396, -0.191], [-0.480, -0.127, 0.394], [0.309, -0.488, 0.039], [-0.453, 0.589, 0.002], [0.305, -0.858, -0.035], [0.039, -0.061, -0.024], [0.035, 0.053, -0.023], [-0.011, -0.033, 0.020], [-0.010, -0.074, 0.003]], "mulliken_charge": [0.38, -0.64, 0.05, -0.61, -0.25, -0.78, 1.09, -0.21, 0.78, -0.64, 0.86, -0.74, -0.51, -0.93, 0.14, 0.04, 0.44, -0.79, -0.62, -1.00, 0.15, 0.32, 0.38, 0.58, 0.44, 0.49, 0.43, 0.42, 0.51, 0.49, 0.49, 0.38, -0.48, 0.48, -0.18, -0.78, -0.22, -0.82, 0.77, -0.24, 0.49, 0.44, 0.46, 0.47, 0.42, -0.47, 0.99, -0.51, -0.46, -0.71, -0.75, 0.68, -0.70, 0.60, 0.45, 0.47, 0.52]}

=====

{"formula": "C17H34AlFN4O3PS", "method": "the ωB97M-V functional and the def2-TZVPD basis", "charge": -1, "energy_ev": -59718.0727, "gap_ev": 6.6533, "species": ["N", "C", "Al", "F", "C", "C", "C", "C", "C", "C", "C", "P", "S", "H", "H", "H", "H", "H", "H", "H", "H", "H", "H", "H", "H", "H", "C", "C", "O", "N", "C", "H", "H", "H", "H", "H", "H", "H", "C", "C", "O", "N", "C", "H", "H", "H", "H", "H", "H", "H", "C", "C", "O", "N", "C", "H", "H", "H", "H", "H", "H", "H"], "coordinates": [[6.37652, 2.33918, 0.20337], [5.23462, 2.57286, 1.16770], [3.49561, 1.53973, 0.63181], [3.53302, 1.32893, -1.26261], [1.93473, 2.70068, 1.28254], [0.45237, 2.01156, 1.15806], [0.12558, 0.44297, 0.81086], [-1.46235, -0.08119, 0.77600], [-2.73765, 0.95128, 1.08569], [-2.41326, 2.53846, 1.38524], [-0.84844, 3.02972, 1.41515], [3.66023, -0.54220, 1.66986], [4.88538, -0.52974, 3.18105], [7.24430, 2.29894, 0.81787], [6.49011, 3.26821, -0.30371], [5.46795, 2.19516, 2.27585], [4.93858, 3.71694, 1.29764], [1.91498, 3.66205, 0.57570], [2.14302, 3.13999, 2.37283], [0.99031, -0.31317, 0.58756], [-1.74785, -1.22018, 0.56184], [-3.86123, 0.62465, 1.10588], [-3.26144, 3.34492, 1.58031], [-0.62535, 4.18059, 1.63338], [4.25222, -1.44001, 0.66879], [2.38434, -1.06341, 2.11563], [-4.92833, 2.41450, 5.30503], [-5.17925, 2.72812, 3.85650], [-4.54008, 3.58700, 3.25294], [-6.15234, 2.02587, 3.20791], [-7.00521, 0.98654, 3.73650], [-4.12610, 3.05364, 5.68391], [-5.83075, 2.60810, 5.89109], [-4.61973, 1.37123, 5.41360], [-6.26351, 2.29184, 2.23698], [-6.84165, 0.08130, 3.14678], [-8.04298, 1.30832, 3.62059], [-6.80481, 0.77678, 4.78789], [-0.87860, -2.45228, -1.68891], [-1.99096, -3.37532, -1.27634], [-2.85857, -3.03658, -0.47446], [-2.02134, -4.62575, -1.82062], [-1.10225, -5.20749, -2.77134], [-0.98789, -1.49445, -1.17292], [0.08722, -2.88484, -1.41428], [-0.92294, -2.27167, -2.76634], [-2.79793, -5.18900, -1.49587], [-1.66997, -5.49389, -3.65995], [-0.66778, -6.10207, -2.31867], [-0.30478, -4.51974, -3.05532], [3.38714, -0.16362, -3.75596], [2.52392, -1.39270, -3.69445], [1.71933, -1.58209, -2.78491], [2.65233, -2.31656, -4.68981], [3.53230, -2.27783, -5.83487], [3.17227, 0.47751, -2.89665], [4.44273, -0.44618, -3.72127], [3.17272, 0.39846, -4.66894], [2.03961, -3.11562, -4.58089], [2.91700, -2.32145, -6.73680], [4.17695, -3.15925, -5.79665], [4.14792, -1.37778, -5.85781]], "forces_ev_per_angstrom": [[1.308, 1.910, 1.168], [-1.452, 0.298, 1.722], [0.761, 2.029, -2.042], [-0.251, 0.263, 2.648], [-1.542, 0.550, -0.249], [-3.783, -0.511, 0.197], [-3.327, 2.891, 0.871], [0.003, 3.476, 1.077], [4.350, 1.860, 0.057], [3.577, -2.334, -0.804], [-1.196, -3.359, -0.629], [-0.120, -0.939, -0.733], [0.778, 0.033, 1.217], [-1.184, 0.068, -1.182], [-0.082, -1.692, 0.621], [-0.169, 0.790, -2.388], [0.762, -2.025, -0.261], [-0.034, -1.952, 1.408], [-0.697, -1.130, -2.182], [-1.955, 1.634, 0.397], [0.736, 2.849, 0.640], [2.523, 0.392, -0.157], [2.032, -2.151, -0.450], [-0.472, -2.832, -0.521], [-1.094, 0.241, 0.569], [0.624, -0.195, -0.707], [0.164, 0.050, 0.211], [0.374, 0.621, -0.805], [-0.606, -0.330, 0.621], [0.363, 0.322, 0.271], [-0.063, 0.052, -0.474], [-0.177, -0.110, -0.253], [0.063, -0.183, 0.032], [-0.132, 0.068, 0.105], [0.056, -0.088, 0.219], [-0.174, -0.143, 0.238], [-0.085, -0.255, 0.183], [0.044, 0.113, -0.219], [-0.118, -0.025, 0.110], [-0.401, 0.313, 0.392], [0.213, -0.237, -0.226], [-0.116, 0.329, 0.204], [-0.336, -0.262, 0.143], [0.033, -0.335, -0.295], [-0.032, 0.152, -0.296], [0.276, -0.068, 0.117], [0.204, 0.126, -0.078], [0.274, -0.070, -0.158], [0.212, -0.011, -0.257], [-0.196, -0.019, 0.164], [-0.171, 0.102, 0.038], [-0.429, 0.119, 0.698], [0.409, -0.107, -0.590], [-0.134, 0.089, 0.227], [-0.284, -0.379, 0.059], [0.077, -0.271, -0.113], [-0.030, 0.131, -0.112], [0.184, -0.079, -0.078], [0.184, 0.185, -0.049], [0.270, 0.061, -0.193], [0.183, 0.126, -0.256], [-0.192, -0.153, 0.130]], "mulliken_charge": [-0.62, -0.37, 0.07, -0.48, -0.36, 0.35, 0.05, -0.48, -0.63, -0.16, -0.56, 0.15, -0.51, 0.24, 0.23, 0.21, 0.19, 0.23, 0.28, -0.02, 0.42, 0.27, 0.27, 0.21, 0.02, 0.08, -1.34, 0.82, -0.67, -0.13, -0.86, 0.30, 0.38, 0.35, 0.24, 0.28, 0.30, 0.32, -1.05, 0.64, -0.71, -0.15, -0.57, 0.21, 0.31, 0.33, 0.25, 0.28, 0.28, 0.08, -1.09, 0.80, -0.55, -0.14, -0.92, 0.10, 0.38, 0.35, 0.19, 0.28, 0.28, 0.36]}

=====

{"formula": "C7H21GaNO4P2", "method": "the ωB97M-V functional and the def2-TZVPD basis", "charge": 1, "energy_ev": -88221.2260, "gap_ev": 7.7697, "species": ["Ga", "H", "H", "P", "P", "C", "H", "H", "H", "C", "H", "H", "H", "C", "H", "H", "H", "C", "H", "H", "H", "C", "H", "H", "H", "C", "H", "H", "H", "C", "O", "H", "O", "N", "O", "O"], "coordinates": [[0.42667, -0.06972, -0.15874], [-2.22500, -0.42752, 0.76163], [-1.90666, 0.26444, 0.76438], [-0.03968, -2.46666, -0.60974], [-0.05515, 2.43349, -0.57758], [1.42857, 3.35030, -0.01274], [1.34086, 4.43571, -0.17105], [1.55526, 3.14473, 1.06042], [2.31794, 2.98325, -0.54137], [-0.42378, 3.00646, -2.29110], [-1.40802, 2.61957, -2.60485], [-0.43274, 4.10576, -2.38828], [0.32900, 2.59778, -2.98502], [-1.36104, 3.12508, 0.50689], [-1.13860, 2.89408, 1.55889], [-1.44533, 4.21414, 0.38279], [-2.32871, 2.66563, 0.27203], [-0.23398, -3.01466, -2.35563], [-0.27646, -4.11465, -2.44107], [-1.16301, -2.58984, -2.77507], [0.61008, -2.64356, -2.96151], [1.36572, -3.36528, 0.13896], [1.34607, -3.15588, 1.21947], [1.29308, -4.44928, -0.03234], [2.31748, -3.00257, -0.27085], [-1.46536, -3.10289, 0.33904], [-2.39086, -2.61003, 0.02137], [-1.56337, -4.18469, 0.17715], [-1.33951, -2.90475, 1.41323], [2.22578, -0.04161, 0.90987], [3.27582, -0.06364, 1.38333], [0.65024, 0.00722, -1.68473], [-0.25928, 1.04071, 4.17942], [0.15389, 0.06864, 3.52605], [-0.12609, -1.11261, 3.77728], [0.94616, 0.36285, 2.46948]], "forces_ev_per_angstrom": [[0.206, 0.569, -0.894], [0.212, 0.511, 0.032], [-0.311, -0.451, 0.077], [-0.430, -0.599, 1.561], [-0.450, 0.730, 1.503], [0.205, -0.353, -0.087], [-0.123, -0.390, -0.017], [-0.064, 0.075, -0.269], [-0.146, 0.153, 0.093], [-0.002, -0.666, -0.173], [0.365, 0.135, 0.171], [0.080, -0.451, 0.388], [-0.238, 0.146, 0.276], [-0.164, -0.027, -0.124], [0.120, 0.037, -0.299], [0.044, -0.304, 0.011], [0.150, 0.146, -0.028], [0.038, 0.602, -0.130], [0.042, 0.461, 0.344], [0.381, -0.163, 0.226], [-0.309, -0.127, 0.290], [0.144, 0.148, -0.142], [-0.008, -0.102, -0.290], [-0.044, 0.346, 0.033], [-0.187, -0.138, 0.066], [-0.140, -0.114, -0.180], [0.135, -0.159, -0.050], [-0.030, 0.248, 0.060], [0.178, -0.013, -0.303], [3.391, -0.308, 1.649], [-3.135, 0.074, -1.759], [0.759, -0.046, -0.915], [0.754, -1.698, -1.200], [-0.713, 0.626, 0.839], [0.629, 1.514, -0.810], [-1.339, -0.411, 0.050]], "mulliken_charge": [1.07, 0.07, -0.11, 0.54, 0.46, -1.24, 0.43, 0.36, 0.37, -1.12, 0.35, 0.39, 0.35, -1.19, 0.33, 0.42, 0.40, -1.12, 0.40, 0.36, 0.35, -1.28, 0.38, 0.43, 0.37, -1.26, 0.40, 0.42, 0.36, 0.63, -0.26, -0.25, -0.52, 0.83, -0.56, -0.52]}

=====

{"formula": "C4H14N", "method": "the ωB97M-V functional and the def2-TZVPD basis", "charge": 1, "energy_ev": -5858.5474, "gap_ev": 11.1800, "species": ["N", "H", "H", "H", "H", "C", "C", "C", "C", "H", "H", "H", "H", "H", "H", "H", "H", "H", "H"], "coordinates": [[-0.37923, 1.94966, 1.64648], [0.29060, 2.72251, 1.71882], [0.13176, 1.04635, 1.67123], [-1.06451, 1.95929, 2.41161], [-0.82757, 1.98338, 0.71878], [0.16393, 0.64195, -1.20676], [0.47175, -0.79115, -0.76935], [0.70129, -0.89029, 0.73542], [-0.62633, -1.74413, -1.19610], [0.24716, 0.73224, -2.28882], [-0.87408, 0.90325, -0.95167], [0.86987, 1.35778, -0.77863], [1.43080, -1.06587, -1.22264], [0.99980, -1.89417, 1.03012], [-0.25324, -0.76927, 1.30664], [1.46340, -0.19086, 1.08269], [-0.69434, -1.82446, -2.27418], [-0.44779, -2.74138, -0.79777], [-1.60328, -1.38484, -0.83589]], "forces_ev_per_angstrom": [[0.165, -0.293, -0.110], [-0.207, -0.070, 0.148], [-0.088, 0.219, -0.006], [0.129, 0.214, -0.261], [-0.031, 0.058, 0.310], [-0.041, -0.252, -0.138], [0.367, 0.289, 0.281], [-0.907, -0.238, 0.399], [-0.207, 0.013, 0.054], [-0.097, 0.080, -0.011], [0.054, 0.054, -0.025], [0.034, 0.080, 0.007], [-0.175, -0.094, -0.138], [0.288, -0.004, -0.050], [0.373, 0.146, -0.325], [0.193, 0.017, 0.097], [0.005, 0.007, -0.233], [-0.077, -0.054, 0.000], [0.222, -0.171, 0.000]], "mulliken_charge": [-0.33, 0.41, 0.13, 0.43, 0.31, -1.69, 1.42, -1.88, -1.40, 0.37, 0.24, 0.48, 0.20, 0.39, 0.37, 0.44, 0.37, 0.39, 0.35]}

=====

{"formula": "C3H3N2O", "method": "the ωB97M-V functional and the def2-TZVPD basis", "charge": 1, "energy_ev": -8172.0911, "smiles": "CC(C#N)=[N+]=O", "gap_ev": [7.6848, 8.2494], "species": ["C", "C", "C", "N", "N", "O", "H", "H", "H"], "coordinates": [[1.33901, 0.03883, 0.00466], [-0.09165, 0.10653, 0.07228], [-1.10153, -0.89190, -0.31535], [-2.11330, -1.21954, -0.61696], [-0.97439, 0.94530, 0.50664], [-2.13613, 0.96537, 0.44694], [1.79868, 0.21625, -0.94403], [1.53931, -0.92813, 0.13105], [1.74000, 0.76729, 0.71476]], "forces_ev_per_angstrom": [[-0.642, 3.915, 0.522], [-2.078, -2.447, -1.914], [7.517, 0.597, 0.847], [-5.722, -3.036, -2.012], [-0.664, 2.591, 1.752], [0.061, 2.128, 0.584], [-0.168, 0.675, -1.141], [1.327, -3.989, 1.305], [0.368, -0.435, 0.057]], "mulliken_charge": [-1.11, 0.61, 0.29, -0.18, 0.37, -0.10, 0.37, 0.39, 0.36]}